Computed, not measured: C19H15AsCl6MoN3O2 as an isolated structure at a distorted geometry, with ωB97M-V with the def2-TZVPD basis set.

Calculated values
- net charge = +1
- spin multiplicity = 3
- total energy (eV) = -166330.9100
- lowest unoccupied orbital energy (alpha / beta) (Ha) = -0.1446 / -0.1581
- Kohn-Sham gap (alpha / beta) (eV) = 7.31 / 7.29
- energy above the lowest of the compared OMol25 structures with the same formula, charge and spin (kJ/mol) = 56.4

```
47
Properties=species:S:1:pos:R:3:mulliken_spin:R:1
Mo -0.46 -1.10 -0.15 1.98
C 1.04 3.39 -0.37 0.00
As -0.43 2.30 -0.85 0.00
C -0.55 2.41 -2.73 0.00
C -2.01 2.82 0.06 0.01
O 0.04 0.70 -0.40 0.01
H 0.81 4.42 -0.63 0.00
H 1.91 3.04 -0.91 0.00
H 1.22 3.31 0.70 0.00
H -0.62 3.46 -2.99 0.00
H -1.43 1.88 -3.09 0.00
H 0.35 1.98 -3.15 0.00
H -2.74 3.14 -0.67 0.00
H -1.76 3.62 0.74 0.00
H -2.38 1.95 0.60 0.00
Cl 0.78 0.87 2.35 0.00
C -0.52 -0.21 2.83 0.00
C -1.17 -1.02 1.88 -0.12
C -2.18 -1.84 2.41 0.04
Cl -3.22 -2.78 1.38 0.00
C -2.48 -1.90 3.78 -0.03
Cl -3.71 -2.94 4.38 0.00
C -1.78 -1.11 4.68 0.04
Cl -2.10 -1.19 6.35 0.01
C -0.81 -0.24 4.20 -0.02
Cl 0.03 0.77 5.31 0.00
Cl 0.95 -1.28 -2.54 0.00
C 2.42 -0.79 -1.67 -0.01
C 3.39 -0.10 -2.37 0.00
C 4.52 0.31 -1.68 0.00
C 4.65 0.01 -0.33 0.00
C 3.65 -0.69 0.33 0.00
C 2.51 -1.12 -0.33 0.02
C 1.43 -1.92 0.38 -0.06
H 3.26 0.11 -3.42 0.00
H 5.31 0.85 -2.21 0.00
H 5.54 0.33 0.21 0.00
H 3.76 -0.93 1.38 0.00
H 1.61 -1.93 1.45 0.03
H 1.44 -2.94 0.02 -0.01
O -1.27 -2.59 -0.81 -0.01
N -2.11 -3.23 -1.60 -0.05
C -2.93 -2.43 -2.19 0.09
C -2.82 -1.01 -1.92 -0.01
N -2.46 0.01 -1.56 0.05
C -3.92 -2.99 -3.07 0.00
N -4.73 -3.40 -3.78 0.04
```

***

Computed, not measured: a 2-piece molecular cluster, C5H11NO2 overall at a distorted geometry, with ωB97M-V with the def2-TZVPD basis set.

Calculated values
- net charge = 0
- total energy (eV) = -10937.9331
- lowest unoccupied orbital energy (Ha) = -0.1228
- Kohn-Sham gap (eV) = 4.73
- energy above the lowest of the compared OMol25 structures with the same formula, charge and spin (kJ/mol) = 1093.5

```
19
Properties=species:S:1:pos:R:3:lowdin_charge:R:1
C 1.38 -1.64 -0.06 0.03
N 1.05 -0.90 -1.69 0.28
C 0.82 -0.24 -0.65 -0.51
C -0.72 0.00 -0.41 -0.15
C -0.98 0.51 0.95 -0.09
O -3.37 0.47 0.13 -0.29
C 1.72 1.09 -0.33 -0.30
O 1.41 1.53 0.84 -0.06
H 0.51 -2.18 0.29 0.10
H 1.92 -1.39 0.85 0.13
H 1.90 -2.23 -0.83 0.11
H -0.65 1.55 1.03 0.09
H 2.76 0.76 -0.48 0.13
H -1.19 -0.96 -0.55 0.12
H -1.09 0.71 -1.14 0.13
H -0.47 -0.04 1.74 0.10
H -2.14 0.54 1.13 0.09
H -4.30 0.63 0.32 -0.05
H 1.44 1.80 -1.13 0.13
```

***

Computed, not measured: C42H51BrN6O8P2W as an isolated structure at a distorted geometry, with ωB97M-V with the def2-TZVPD basis set.

Calculated values
- net charge = +2
- spin multiplicity = 3
- total energy (eV) = -160141.7894
- lowest unoccupied orbital energy (alpha / beta) (Ha) = -0.2314 / -0.2449
- Kohn-Sham gap (alpha / beta) (eV) = 5.17 / 4.81
- energy above the lowest of the compared OMol25 structures with the same formula, charge and spin (kJ/mol) = 182.4

```
111
Properties=species:S:1:pos:R:3:mulliken_spin:R:1
W 0.46 0.32 0.28 1.34
C 0.24 3.01 3.77 -0.01
C 0.71 2.09 2.70 0.15
N -0.15 1.44 1.86 -0.09
N -1.49 1.66 2.02 0.03
C -2.16 1.01 1.09 -0.04
O -1.46 0.20 0.30 0.14
C -3.55 1.35 0.82 0.00
C -4.04 1.19 -0.48 0.00
C -5.28 1.69 -0.83 0.00
C -6.07 2.31 0.13 0.00
C -5.60 2.43 1.43 0.00
C -4.35 1.98 1.77 0.00
C 2.04 1.75 2.44 0.10
C 3.15 2.10 3.26 0.03
C 4.37 1.54 3.04 0.03
C 4.51 0.62 1.98 0.02
C 3.44 0.35 1.17 0.05
N 2.20 0.91 1.33 0.01
H -0.83 3.15 3.66 0.00
H 0.74 3.98 3.70 0.01
H 0.44 2.60 4.76 0.01
H -3.42 0.71 -1.22 0.00
H -5.64 1.60 -1.84 0.00
H -7.05 2.68 -0.14 0.00
H -6.22 2.92 2.17 0.00
H -3.97 2.10 2.78 0.00
H 2.98 2.79 4.07 0.00
H 5.22 1.78 3.66 0.00
H 5.45 0.13 1.80 0.00
H 3.53 -0.32 0.32 0.02
C -1.68 -5.14 2.10 0.00
C -2.14 -3.73 2.44 0.00
C -2.29 -3.54 3.94 0.00
O -1.25 -2.71 1.87 -0.01
P 0.30 -2.70 1.91 0.02
O 0.77 -1.29 1.64 0.06
C 0.95 -3.71 0.53 0.00
P 0.11 -2.99 -0.93 0.00
O -0.04 -1.50 -0.84 0.05
O 0.88 -3.32 -2.25 0.00
C 1.07 -4.68 -2.74 0.00
C 2.46 -5.16 -2.37 0.00
C 0.86 -4.64 -4.25 0.00
O -1.28 -3.72 -0.92 0.00
C -2.37 -3.10 -1.69 0.00
C -2.98 -4.19 -2.55 0.00
C -3.34 -2.46 -0.72 -0.01
O 0.80 -3.28 3.27 0.00
C 1.74 -2.66 4.19 0.00
C 3.09 -2.49 3.53 -0.01
C 1.17 -1.35 4.72 0.01
H -2.42 -5.84 2.49 0.00
H -0.72 -5.35 2.57 0.00
H -1.62 -5.28 1.03 0.00
H -3.09 -3.52 1.94 0.00
H -1.38 -3.82 4.45 0.00
H -3.10 -4.17 4.29 0.00
H -2.54 -2.51 4.16 0.00
H 0.74 -4.77 0.63 0.00
H 2.02 -3.55 0.46 0.00
H 0.30 -5.31 -2.27 0.00
H 3.20 -4.47 -2.75 0.00
H 2.63 -6.14 -2.81 0.00
H 2.58 -5.24 -1.29 0.00
H 1.62 -4.01 -4.71 0.00
H -0.12 -4.24 -4.49 0.00
H 0.95 -5.65 -4.65 0.00
H -1.91 -2.32 -2.32 0.00
H -3.37 -4.98 -1.92 0.00
H -2.22 -4.61 -3.21 0.00
H -3.79 -3.78 -3.16 0.00
H -3.81 -3.21 -0.08 0.00
H -4.13 -1.95 -1.27 0.00
H -2.82 -1.73 -0.10 0.00
H 1.80 -3.40 5.00 0.00
H 3.03 -1.76 2.72 0.00
H 3.45 -3.44 3.13 0.00
H 3.82 -2.14 4.26 0.00
H 1.07 -0.62 3.92 0.00
H 1.84 -0.96 5.49 0.00
H 0.19 -1.52 5.16 0.00
Br 0.58 8.83 -0.37 0.00
C 1.08 7.75 -1.86 0.02
C 2.05 6.78 -1.69 -0.01
C 2.33 5.91 -2.73 0.02
C 1.65 6.04 -3.95 -0.01
C 0.75 7.11 -4.14 0.02
C 0.44 7.93 -3.08 -0.01
N 1.81 5.18 -5.00 0.05
N 2.04 3.98 -5.00 -0.01
C 1.87 3.02 -4.07 0.07
C 2.70 1.89 -4.19 -0.06
C 2.71 0.88 -3.26 0.07
C 1.86 0.96 -2.14 -0.01
O 1.79 0.10 -1.12 -0.01
C 0.96 2.04 -2.04 -0.02
N 0.17 2.00 -0.89 -0.11
C -0.74 3.03 -0.78 0.08
C -0.95 3.95 -1.77 -0.06
C -0.18 3.96 -2.93 0.07
C 0.88 3.05 -3.03 0.00
H 2.58 6.70 -0.76 0.00
H 3.08 5.15 -2.61 0.00
H 0.29 7.22 -5.10 0.00
H -0.29 8.73 -3.20 0.00
H 3.38 1.88 -5.02 0.00
H 3.38 0.04 -3.36 0.00
H -1.31 3.10 0.14 0.00
H -1.72 4.70 -1.65 0.00
H -0.40 4.66 -3.72 0.01
```

***

Computed, not measured: one molecule with the formula C15H14F2N2O4 at a distorted geometry, with ωB97M-V with the def2-TZVPD basis set.

Calculated values
- net charge = 0
- SMILES = O=C(c1cc(COc2ccc(F)cc2F)on1)N1CCOCC1
- total energy (eV) = -32385.2471
- lowest unoccupied orbital energy (Ha) = 0.0226
- Kohn-Sham gap (eV) = 9.60

```
37
Properties=species:S:1:pos:R:3:lowdin_charge:R:1
O -3.00 -1.28 -1.71 0.07
C -3.19 -0.34 -0.95 -0.39
C -2.03 0.50 -0.55 -0.16
C -0.69 0.09 -0.77 0.08
C 0.05 1.15 -0.32 -0.21
C 1.52 1.39 -0.26 -0.11
O 2.15 0.16 -0.01 -0.01
C 3.50 0.12 0.04 -0.20
C 4.36 1.21 -0.11 -0.01
C 5.73 1.05 -0.04 -0.01
C 6.26 -0.21 0.19 -0.28
F 7.59 -0.37 0.26 0.06
C 5.44 -1.32 0.35 0.08
C 4.08 -1.14 0.28 -0.19
F 3.27 -2.20 0.43 0.10
O -0.78 2.11 0.13 0.04
N -2.06 1.70 -0.02 0.10
N -4.43 -0.03 -0.50 -0.04
C -5.54 -0.89 -0.85 -0.11
C -6.10 -1.53 0.43 -0.18
O -6.47 -0.55 1.37 -0.13
C -5.38 0.27 1.71 -0.18
C -4.79 0.97 0.48 -0.12
H -0.36 -0.83 -1.18 0.13
H 1.86 1.82 -1.22 0.15
H 1.73 2.12 0.54 0.15
H 3.96 2.19 -0.29 0.11
H 6.39 1.89 -0.16 0.12
H 5.86 -2.30 0.53 0.14
H -5.18 -1.66 -1.54 0.12
H -6.32 -0.29 -1.32 0.14
H -7.00 -2.11 0.21 0.13
H -5.34 -2.20 0.87 0.13
H -5.75 1.00 2.43 0.13
H -4.59 -0.33 2.19 0.13
H -3.93 1.58 0.74 0.10
H -5.57 1.61 0.03 0.14
```

***

Computed, not measured: one molecule with the formula C3H7N3S2 at a distorted geometry, with ωB97M-V with the def2-TZVPD basis set.

Calculated values
- net charge = 0
- SMILES = CSC(/C=N/S)=N\N
- total energy (eV) = -29363.3345
- lowest unoccupied orbital energy (Ha) = 0.0077
- Kohn-Sham gap (eV) = 8.58
- energy above the lowest of the compared OMol25 structures with the same formula, charge and spin (kJ/mol) = 221.2

```
15
Properties=species:S:1:pos:R:3:lowdin_charge:R:1
C -0.04 -1.43 2.03 -0.39
S -1.22 -0.27 1.27 0.85
C -0.28 0.18 -0.18 -0.62
C 0.17 1.59 -0.28 -0.33
N 0.54 2.11 -1.38 -0.37
S 1.08 3.71 -1.33 0.72
N -0.02 -0.62 -1.15 -0.02
N -0.44 -1.89 -1.08 0.01
H 0.85 -0.88 2.39 0.04
H -0.56 -1.90 2.88 0.04
H 0.23 -2.21 1.34 0.01
H 0.17 2.12 0.68 0.09
H 1.27 3.83 -2.65 -0.16
H -0.47 -2.30 -1.97 0.07
H -1.28 -2.04 -0.56 0.05
```

***

- Among the records above, which one has the highest total energy?
  C5H11NO2

***

- net charge of number 3 (C42H51BrN6O8P2W)?
  +2